Entry 1:
ORCA calculation (the ωB97M-V functional and the def2-TZVPD basis) on C3H7NOS in the gas phase.

Structure (ORCA input):
```
! RIJCOSX wB97M-V def2-TZVPD def2/J DEFGRID3
* xyz 0 1
C -1.995 -0.955 -0.620
N -1.019 -0.313 -1.390
C -0.430 0.873 -0.818
C 0.557 0.567 0.284
O 1.113 1.717 0.745
S 1.005 -0.902 0.880
H -1.810 -1.338 0.435
H -2.858 -0.304 -0.435
H -2.406 -1.863 -1.101
H -0.285 -0.942 -1.682
H 0.122 1.351 -1.632
H -1.174 1.572 -0.386
H 1.768 1.501 1.422
*
```

Gap between HOMO and LUMO in eV: 9.2452
LUMO in eV: 0.285
SMILES: CNCC(O)=S
HOMO level in Ha: -0.329
Total energy in eV: -17596.68230
ΔE to the lowest compared entry with this formula, charge and spin in kcal/mol: 28.76



Entry 2:
ORCA calculation (the ωB97M-V functional and the def2-TZVPD basis) on C3H7NOS in the gas phase.

Structure (ORCA input):
```
! RIJCOSX wB97M-V def2-TZVPD def2/J DEFGRID3
* xyz 0 1
C -1.712 0.050 -0.292
C -1.017 -0.134 1.032
C -0.245 0.443 -0.124
N 1.697 0.501 -1.728
O 2.159 -0.447 0.735
S 1.134 -0.566 -0.849
H -2.013 -0.834 -0.862
H -2.379 0.863 -0.282
H -1.484 0.419 1.858
H -0.442 -0.995 1.487
H 0.117 1.431 -0.130
H 2.474 0.170 -2.281
H 1.710 -0.900 1.434
*
```

Gap between HOMO and LUMO in eV: 10.2343
LUMO in eV: 0.847
HOMO level in Ha: -0.345
Total energy in eV: -17593.89616
ΔE to the lowest compared entry with this formula, charge and spin in kcal/mol: 93.01



Entry 3:
ORCA calculation (the ωB97M-V functional and the def2-TZVPD basis) on C3H7NOS in the gas phase.

Structure (ORCA input):
```
! RIJCOSX wB97M-V def2-TZVPD def2/J DEFGRID3
* xyz 0 1
N -1.625 1.105 -0.812
C -0.206 1.227 -0.991
O 0.292 2.347 -1.305
C 0.472 -0.143 -0.556
C 0.646 -0.397 0.922
S 1.445 -2.078 0.986
H -2.385 1.799 -0.679
H -2.115 0.226 -0.622
H 1.405 -0.365 -1.143
H -0.293 -0.908 -0.878
H 1.291 0.325 1.380
H -0.234 -0.482 1.430
H 1.308 -2.656 2.269
*
```

Gap between HOMO and LUMO in eV: 10.0900
LUMO in eV: 0.684
SMILES: NC(=O)CCS
HOMO level in Ha: -0.346
Total energy in eV: -17596.63045
ΔE to the lowest compared entry with this formula, charge and spin in kcal/mol: 29.95



Entry 4:
ORCA calculation (the ωB97M-V functional and the def2-TZVPD basis) on C3H7NOS in the gas phase.

Structure (ORCA input):
```
! RIJCOSX wB97M-V def2-TZVPD def2/J DEFGRID3
* xyz 0 1
C 0.875 -1.368 -0.288
N 0.439 -0.468 0.764
C 0.399 0.882 0.454
C -1.055 1.173 -0.272
S -1.934 -0.435 -0.193
O -0.732 -0.924 1.228
H 0.660 -0.954 -1.357
H 1.975 -1.519 -0.124
H 0.335 -2.214 -0.240
H 1.100 1.237 -0.393
H 0.541 1.505 1.355
H -1.618 1.819 0.396
H -0.985 1.265 -1.329
*
```

Gap between HOMO and LUMO in eV: 9.0214
LUMO in eV: 0.285
SMILES: CN1CCSO1
HOMO level in Ha: -0.321
Total energy in eV: -17593.69318
ΔE to the lowest compared entry with this formula, charge and spin in kcal/mol: 97.69



Entry 5:
ORCA calculation (the ωB97M-V functional and the def2-TZVPD basis) on C3H7NOS in the gas phase.

Structure (ORCA input):
```
! RIJCOSX wB97M-V def2-TZVPD def2/J DEFGRID3
* xyz 0 1
N 1.557 -0.654 0.629
C 1.194 0.472 -0.242
C -0.325 0.745 -0.081
O -0.807 -0.558 -0.387
C -2.103 -0.881 -0.213
S -3.217 0.168 0.307
H 2.079 -0.306 1.448
H 2.179 -1.212 0.129
H 1.353 0.030 -1.245
H 1.804 1.484 -0.073
H -0.596 0.994 0.938
H -0.667 1.610 -0.692
H -2.452 -1.893 -0.519
*
```

Gap between HOMO and LUMO in eV: 9.4256
LUMO in eV: 0.658
SMILES: NCCOC=S
HOMO level in Ha: -0.322
Total energy in eV: -17595.92616
ΔE to the lowest compared entry with this formula, charge and spin in kcal/mol: 46.19



Entry 6:
ORCA calculation (the ωB97M-V functional and the def2-TZVPD basis) on C3H7NOS in the gas phase.

Structure (ORCA input):
```
! RIJCOSX wB97M-V def2-TZVPD def2/J DEFGRID3
* xyz 0 1
C -1.899 0.884 0.250
C 0.530 -1.545 -0.430
C -1.017 -0.586 -0.072
N 1.625 -1.046 -0.201
O 3.562 0.793 0.257
S 2.097 0.765 0.330
H -2.187 0.838 1.273
H -2.752 0.845 -0.346
H -0.885 -1.190 0.824
H -1.319 1.775 0.080
H -1.836 -1.151 -0.616
H 2.399 -1.633 -0.437
H 1.682 1.252 -0.912
*
```

Gap between HOMO and LUMO (alpha / beta) in eV: 8.1016 / 8.1022
LUMO (alpha / beta) in eV: -0.071 / -0.070
HOMO level (alpha / beta) in Ha: -0.300 / -0.300
Total energy in eV: -17591.07555
ΔE to the lowest compared entry with this formula, charge and spin in kcal/mol: 158.05



Entry 7:
ORCA calculation (the ωB97M-V functional and the def2-TZVPD basis) on a molecular structure, C3H7NOS2.

Structure (ORCA input):
```
! RIJCOSX wB97M-V def2-TZVPD def2/J DEFGRID3
* xyz 0 1
C -1.502 -1.130 0.245
C 0.809 0.032 0.135
C -0.236 1.101 0.348
H -2.601 -1.745 -0.422
H -1.638 0.039 0.078
H -1.710 -1.282 1.474
H -0.792 0.923 1.219
H 0.599 1.885 0.460
H -0.343 1.469 -1.526
H 2.854 -1.429 -0.931
N 1.972 0.555 0.252
O -0.962 1.454 -0.817
S 0.086 -1.575 -0.350
S 3.463 -0.296 -0.163
*
```

Gap between HOMO and LUMO in eV: 9.3677
LUMO in eV: 0.503
HOMO level in Ha: -0.326
Total energy in eV: -28428.12291
ΔE to the lowest compared entry with this formula, charge and spin in kcal/mol: 118.05



Entry 8:
ORCA calculation (the ωB97M-V functional and the def2-TZVPD basis) on C3H7NOS2 in the gas phase.

Structure (ORCA input):
```
! RIJCOSX wB97M-V def2-TZVPD def2/J DEFGRID3
* xyz 0 1
N -1.670 -0.743 0.032
C -0.618 0.194 -0.244
C -0.687 0.336 -1.783
O -0.046 -0.271 -2.596
C 0.723 -0.316 0.218
S 0.771 -0.310 2.044
S 2.608 0.603 2.446
H -2.458 -0.501 0.599
H -1.399 -1.708 0.016
H -0.746 1.208 0.119
H -1.632 0.864 -2.040
H 1.508 0.353 -0.168
H 1.111 -1.265 -0.153
H 2.534 1.557 1.510
*
```

Gap between HOMO and LUMO in eV: 8.9676
LUMO in eV: 0.391
SMILES: N[C@H](C=O)CSS
HOMO level in Ha: -0.315
Total energy in eV: -28431.61980
ΔE to the lowest compared entry with this formula, charge and spin in kcal/mol: 37.41



Entry 9:
ORCA calculation (the ωB97M-V functional and the def2-TZVPD basis) on 2 unconnected molecules or ions with the total composition C3H7NS.

Structure (ORCA input):
```
! RIJCOSX wB97M-V def2-TZVPD def2/J DEFGRID3
* xyz 0 1
C -0.131 0.152 1.872
C 0.664 0.556 0.890
N 0.464 0.230 -0.466
C 1.320 0.720 -1.262
H -1.011 -0.456 1.697
H -0.051 0.493 2.894
H 1.473 1.252 1.118
H 1.121 0.710 -2.331
H 2.201 1.269 -0.915
S -2.309 -1.209 -1.470
H -2.103 -2.523 -1.723
H -1.637 -1.194 -0.303
*
```

Gap between HOMO and LUMO in eV: 9.7712
LUMO in eV: 0.651
SMILES: C=CN=C.S
HOMO level in Ha: -0.335
Total energy in eV: -15548.05124
ΔE to the lowest compared entry with this formula, charge and spin in kcal/mol: 36.76



Entry 10:
ORCA calculation (the ωB97M-V functional and the def2-TZVPD basis) on C3H7NS in the gas phase.

Structure (ORCA input):
```
! RIJCOSX wB97M-V def2-TZVPD def2/J DEFGRID3
* xyz 0 1
C -1.390 -0.724 -0.032
N 0.032 -0.984 -0.032
C 1.084 -0.175 0.046
C 0.677 1.294 -0.022
S 2.668 -0.679 -0.020
H -1.437 0.279 0.047
H -2.038 -1.099 0.797
H -1.850 -1.092 -0.886
H 0.375 -1.948 0.125
H -0.377 1.497 -0.189
H 0.914 1.766 0.866
H 1.341 1.866 -0.700
*
```

Gap between HOMO and LUMO in eV: 9.0091
LUMO in eV: 0.752
SMILES: CNC(C)=S
HOMO level in Ha: -0.303
Total energy in eV: -15549.05423
ΔE to the lowest compared entry with this formula, charge and spin in kcal/mol: 13.63



Entry 11:
ORCA calculation (the ωB97M-V functional and the def2-TZVPD basis) on C3H7NS2 in the gas phase.

Structure (ORCA input):
```
! RIJCOSX wB97M-V def2-TZVPD def2/J DEFGRID3
* xyz 0 1
C -2.407 -0.599 -0.074
C -1.182 0.190 0.189
S 0.361 -0.779 -0.078
C 1.452 0.604 -0.098
N 2.751 0.668 -0.090
S 3.726 -0.776 0.047
H -3.344 -0.041 0.062
H -2.507 -1.500 0.617
H -2.489 -0.999 -1.085
H -1.149 0.598 1.242
H -1.110 1.031 -0.522
H 1.037 1.640 -0.120
H 4.860 -0.037 -0.090
*
```

Gap between HOMO and LUMO in eV: 9.2880
LUMO in eV: 0.802
SMILES: CCS/C=N\S
HOMO level in Ha: -0.312
Total energy in eV: -26383.98142
ΔE to the lowest compared entry with this formula, charge and spin in kcal/mol: 27.53



Entry 12:
ORCA calculation (the ωB97M-V functional and the def2-TZVPD basis) on C3H7NS2 in the gas phase.

Structure (ORCA input):
```
! RIJCOSX wB97M-V def2-TZVPD def2/J DEFGRID3
* xyz 0 1
C -1.548 0.157 0.495
C -1.230 -1.288 -0.156
C 2.147 0.846 -0.475
N -0.637 1.198 0.396
S 0.483 -1.743 0.306
S 1.219 0.196 0.891
H -2.499 0.622 0.171
H -1.781 -0.091 1.649
H -1.901 -2.037 0.180
H -1.340 -1.103 -1.194
H 2.572 1.784 -0.140
H 1.550 1.194 -1.305
H 2.967 0.265 -0.817
*
```

Gap between HOMO and LUMO (alpha / beta) in eV: 7.6991 / 7.6982
LUMO (alpha / beta) in eV: 0.053 / 0.054
HOMO level (alpha / beta) in Ha: -0.281 / -0.281
Total energy in eV: -26381.23844
ΔE to the lowest compared entry with this formula, charge and spin in kcal/mol: 90.79



Entry 13:
ORCA calculation (the ωB97M-V functional and the def2-TZVPD basis) on C3H7NS2 in the gas phase.

Structure (ORCA input):
```
! RIJCOSX wB97M-V def2-TZVPD def2/J DEFGRID3
* xyz 0 1
N -1.307 0.675 -1.247
C -1.202 -0.163 -0.173
S -2.482 -1.240 -0.063
C -0.181 0.164 0.969
C 1.276 0.240 0.355
S 1.832 -1.167 -0.639
H -1.821 0.483 -1.968
H -0.390 1.160 -1.337
H -0.605 1.077 1.423
H -0.206 -0.781 1.625
H 2.078 0.574 1.107
H 1.253 1.082 -0.479
H 1.753 -2.105 0.427
*
```

Gap between HOMO and LUMO in eV: 8.7207
LUMO in eV: 0.452
SMILES: NC(=S)CCS
HOMO level in Ha: -0.304
Total energy in eV: -26383.96984
ΔE to the lowest compared entry with this formula, charge and spin in kcal/mol: 27.80



Entry 14:
ORCA calculation (the ωB97M-V functional and the def2-TZVPD basis) on a gas-phase ion, C3H7O (charge -1).

Structure (ORCA input):
```
! RIJCOSX wB97M-V def2-TZVPD def2/J DEFGRID3
* xyz -1 1
C 0.497 -1.160 1.451
C 0.045 0.088 0.655
C -0.236 0.011 -0.905
O -0.369 1.275 -1.396
H 1.391 -0.851 1.989
H -0.292 -1.448 2.161
H 0.614 -2.032 0.810
H 0.857 0.819 0.630
H -0.823 0.613 1.060
H -1.141 -0.564 -1.146
H 0.701 -0.437 -1.344
*
```

Gap between HOMO and LUMO in eV: 6.3239
LUMO in eV: 4.467
SMILES: CCC[O-]
HOMO level in Ha: -0.068
Total energy in eV: -5270.93488
ΔE to the lowest compared entry with this formula, charge and spin in kcal/mol: 17.39



Entry 15:
ORCA calculation (the ωB97M-V functional and the def2-TZVPD basis) on 2 unconnected molecules or ions with the total composition C3H7O2P.

Structure (ORCA input):
```
! RIJCOSX wB97M-V def2-TZVPD def2/J DEFGRID3
* xyz 0 1
C 1.051 0.489 -1.508
P 2.534 -0.132 -0.705
O 2.630 -1.610 -1.510
H 0.460 -0.166 -2.046
H 3.202 0.639 -1.597
H 2.711 -2.287 -0.798
C -2.019 0.676 1.751
C -1.520 0.390 0.373
O -0.359 0.220 0.066
H -1.325 1.210 2.508
H -2.055 -0.366 2.233
H -3.125 0.896 1.634
H -2.184 0.041 -0.402
*
```

Gap between HOMO and LUMO in eV: 8.2061
LUMO in eV: 0.369
SMILES: C#[PH]O.CC=O
HOMO level in Ha: -0.288
Total energy in eV: -16603.17845
ΔE to the lowest compared entry with this formula, charge and spin in kcal/mol: 127.03



Entry 16:
ORCA calculation (the ωB97M-V functional and the def2-TZVPD basis) on 2 unconnected molecules or ions with the total composition C3H7O2P2.

Structure (ORCA input):
```
! RIJCOSX wB97M-V def2-TZVPD def2/J DEFGRID3
* xyz -1 1
C 1.178 1.562 1.188
C -1.305 -0.300 0.514
C 0.806 0.482 0.136
O 1.940 1.121 2.054
O 0.883 2.707 0.900
P 1.953 -0.861 0.450
P 0.614 0.893 -1.601
H -1.470 -1.313 0.996
H -1.519 -0.369 -0.523
H -1.737 0.466 1.003
H 0.961 -1.572 1.015
H 1.672 -1.495 -0.793
H 0.330 2.330 -1.372
H 1.874 1.086 -1.959
*
```

Gap between HOMO and LUMO in eV: 8.2030
LUMO in eV: 3.872
HOMO level in Ha: -0.159
Total energy in eV: -25894.65073
ΔE to the lowest compared entry with this formula, charge and spin in kcal/mol: 47.93



Entry 17:
ORCA calculation (the ωB97M-V functional and the def2-TZVPD basis) on 2 unconnected molecules or ions with the total composition C3H7O2PS.

Structure (ORCA input):
```
! RIJCOSX wB97M-V def2-TZVPD def2/J DEFGRID3
* xyz 0 1
C 0.844 -2.341 -0.577
P -0.188 -0.819 -0.754
O 1.141 0.123 -0.959
S -0.833 -0.319 1.324
H 1.331 -2.536 -1.493
H 1.808 -2.222 0.136
H 0.384 -3.165 -0.176
H 1.146 0.774 -1.714
H -2.170 0.050 1.088
C -0.953 3.175 0.276
C -1.222 2.225 -0.521
O -1.464 1.607 -1.461
H -0.655 3.086 1.342
H -0.754 4.013 -0.249
*
```

Gap between HOMO and LUMO in eV: 9.4362
LUMO in eV: 0.607
SMILES: CP(O)S.C=C=O
HOMO level in Ha: -0.324
Total energy in eV: -27442.17901
ΔE to the lowest compared entry with this formula, charge and spin in kcal/mol: 50.94



Entry 18:
ORCA calculation (the ωB97M-V functional and the def2-TZVPD basis) on a molecular structure, C3H7O2Tm.

Structure (ORCA input):
```
! RIJCOSX wB97M-V def2-TZVPD def2/J DEFGRID3
* xyz 1 4
C -1.720 -0.503 -0.022
O -0.421 0.065 0.004
C 0.617 -0.842 -0.213
C 1.925 -0.125 -0.272
O 2.012 1.083 -0.174
H -2.435 0.289 0.222
H -1.925 -0.870 -1.039
H -1.815 -1.317 0.712
H 0.489 -1.370 -1.177
H 0.670 -1.587 0.604
H 2.827 -0.765 -0.256
H -0.543 3.582 0.140
Tm 0.318 2.360 1.470
*
```

Gap between HOMO and LUMO (alpha / beta) in eV: 6.6080 / 8.6218
LUMO (alpha / beta) in eV: -4.078 / -5.002
HOMO level (alpha / beta) in Ha: -0.393 / -0.501
Total energy in eV: -36838.35756
ΔE to the lowest compared entry with this formula, charge and spin in kcal/mol: 20.90



Entry 19:
ORCA calculation (the ωB97M-V functional and the def2-TZVPD basis) on a molecular structure, C3H7O2Zn.

Structure (ORCA input):
```
! RIJCOSX wB97M-V def2-TZVPD def2/J DEFGRID3
* xyz 1 1
O -0.493 -1.191 -1.427
C -0.252 -1.088 -0.070
C 0.272 0.258 0.415
O -0.323 1.286 -0.398
C -0.070 2.616 0.044
Zn -0.538 0.508 -2.116
H -1.199 -1.281 0.471
H 1.367 0.325 0.312
H 0.007 0.438 1.467
H 0.726 2.619 0.801
H 0.246 3.201 -0.825
H -0.991 3.040 0.465
H 0.595 -1.828 0.152
*
```

Gap between HOMO and LUMO in eV: 7.2441
LUMO in eV: -6.949
HOMO level in Ha: -0.522
Total energy in eV: -55728.01101
ΔE to the lowest compared entry with this formula, charge and spin in kcal/mol: 11.86



Entry 20:
ORCA calculation (the ωB97M-V functional and the def2-TZVPD basis) on 2 unconnected molecules or ions with the total composition C3H7O3.

Structure (ORCA input):
```
! RIJCOSX wB97M-V def2-TZVPD def2/J DEFGRID3
* xyz -1 1
O 2.683 0.044 -0.640
C 2.448 -0.573 0.413
O 1.503 -0.437 1.214
H 3.227 -1.319 0.713
H -0.231 -0.124 1.418
C -1.516 -0.277 -0.032
O -1.209 -0.245 1.334
C -0.909 0.917 -0.811
H -1.134 -1.185 -0.527
H -2.607 -0.327 -0.114
H -1.421 1.008 -1.772
H -0.978 1.828 -0.220
H 0.144 0.689 -0.977
*
```

Gap between HOMO and LUMO in eV: 8.6850
LUMO in eV: 4.241
HOMO level in Ha: -0.163
Total energy in eV: -9368.52286
ΔE to the lowest compared entry with this formula, charge and spin in kcal/mol: 14.65